Entry 1:
{
  "formula": "C2H2N2O4",
  "method": "ωB97M-V/def2-TZVPD",
  "symbols": ["C", "C", "N", "N", "O", "O", "O", "O", "H", "H"],
  "coordinates": [[1.705950, 1.049618, -0.634679], [-1.386057, -2.162872, 0.033878], [0.598590, 0.495705, -0.228354], [-0.027008, 1.439862, 0.628440], [-1.668802, -1.444882, 0.901725], [-1.149318, -2.866299, -0.814227], [2.781257, 1.366005, -0.857553], [0.354327, -0.692018, -0.691147], [-0.390822, 1.058025, 1.489840], [-0.818116, 1.756856, 0.172076]],
  "forces_ev_per_a": [[-2.119, -1.323, 1.312], [-0.521, 2.113, 2.028], [3.626, 1.994, -0.452], [0.567, -0.669, 0.565], [-0.394, 0.011, 0.559], [0.528, -2.346, -2.347], [0.670, 0.392, -0.480], [-0.894, -0.347, -0.082], [0.530, -0.846, 0.274], [-1.992, 1.022, -1.376]],
  "nbo_charge": [0.87, 1.06, 0.02, -0.63, -0.57, -0.49, -0.40, -0.60, 0.38, 0.36],
  "spin_multiplicity": 1,
  "relative_energy_ev": 2.562,
  "smiles": "N[N+]([O-])=C=O.O=C=O"
}

---

Entry 2:
{
  "formula": "C5H11O2",
  "method": "ωB97M-V/def2-TZVPD",
  "symbols": ["C", "C", "O", "O", "H", "H", "H", "C", "C", "C", "H", "H", "H", "H", "H", "H", "H", "H"],
  "coordinates": [[-1.336392, 0.684718, 0.552959], [-1.358504, 0.095240, 1.990848], [-1.609774, 0.919853, 2.902218], [-1.035334, -1.115106, 2.091989], [-0.355180, 1.149502, 0.379532], [-2.031738, 1.527742, 0.501655], [-1.560013, -0.024867, -0.246872], [1.264507, 0.043370, -2.506612], [2.645595, 0.510760, -2.079727], [0.766483, -1.202027, -1.761595], [0.531552, 0.839026, -2.351443], [1.210543, -0.118806, -3.582530], [3.341547, -0.322309, -1.943723], [2.603716, 1.035331, -1.129695], [-0.322854, -1.234252, -1.804623], [1.121832, -2.141151, -2.171187], [3.115923, 1.208376, -2.782382], [0.984371, -1.149270, -0.701160]],
  "forces_ev_per_a": [[-0.180, 0.689, 0.030], [0.520, -0.154, 0.094], [-0.090, -0.228, -0.234], [-0.232, 0.262, -0.068], [0.008, -0.326, -0.008], [-0.134, -0.119, -0.031], [0.114, -0.084, 0.195], [-0.412, -0.100, -0.032], [0.400, 0.112, -0.050], [-0.530, 0.463, -0.089], [0.124, 0.114, 0.230], [0.237, -0.219, -0.178], [-0.089, -0.051, -0.090], [-0.097, -0.025, 0.243], [-0.017, -0.095, -0.089], [0.362, -0.098, -0.070], [-0.186, -0.102, -0.067], [0.199, -0.040, 0.213]],
  "nbo_charge": [-0.74, 0.76, -0.79, -0.80, 0.19, 0.19, 0.19, -0.40, -0.61, -0.61, 0.20, 0.18, 0.20, 0.21, 0.22, 0.19, 0.19, 0.23],
  "spin_multiplicity": 1,
  "relative_energy_ev": 0.249,
  "total_charge": -1
}

---

Entry 3:
{
  "formula": "C6H10",
  "method": "ωB97M-V/def2-TZVPD",
  "symbols": ["C", "C", "C", "C", "C", "C", "H", "H", "H", "H", "H", "H", "H", "H", "H", "H"],
  "coordinates": [[1.725186, -0.913746, 0.447667], [0.515398, 0.332005, -0.960842], [0.540410, -1.101778, -0.583692], [-2.277104, 0.227461, 0.506540], [-1.417072, 1.243181, 0.374119], [-0.125585, 1.309613, -0.314200], [1.295200, -0.916163, 1.450513], [2.251343, 0.056025, 0.381082], [2.486006, -1.675029, 0.318360], [1.365776, 0.584661, -1.589141], [0.767388, -1.793016, -1.408630], [-0.350260, -1.487672, -0.077873], [-2.059590, -0.801331, 0.239910], [-3.283910, 0.419895, 0.861250], [-1.766472, 2.221884, 0.695912], [0.333290, 2.294006, -0.340982]],
  "forces_ev_per_a": [[0.106, -0.655, 0.159], [-0.342, 0.479, -0.271], [0.511, 0.162, 0.380], [0.018, 0.095, 0.032], [-0.257, -0.022, 0.034], [-0.125, 0.044, -0.364], [0.171, -0.251, 0.016], [-0.376, -0.552, -0.309], [0.054, -0.364, 0.318], [-0.021, 0.232, 0.102], [0.193, 0.357, 0.258], [0.383, 0.258, -0.125], [-0.088, 0.255, -0.099], [0.161, -0.031, 0.199], [-0.047, -0.090, 0.054], [-0.340, 0.083, -0.384]],
  "nbo_charge": [-0.59, -0.11, -0.45, -0.40, -0.21, -0.29, 0.22, 0.22, 0.21, 0.19, 0.21, 0.21, 0.18, 0.20, 0.20, 0.21],
  "spin_multiplicity": 1,
  "relative_energy_ev": 1.859,
  "smiles": "C=C/C=C\\CC"
}

---

Entry 4:
{
  "formula": "C4H4N6O2",
  "method": "ωB97M-V/def2-TZVPD",
  "symbols": ["C", "C", "C", "C", "H", "H", "H", "H", "N", "N", "N", "N", "N", "N", "O", "O"],
  "coordinates": [[2.168425, 0.578396, -1.246831], [0.330372, 0.238927, -0.449594], [-0.820443, 0.172855, 0.513204], [-1.698731, -0.923524, 0.939912], [3.833493, 1.006525, -2.530204], [3.606877, 2.030945, -0.807513], [0.130950, -2.255482, 0.548260], [-2.127853, -2.839910, 0.419552], [3.436477, 1.066955, -1.425931], [1.157013, 1.332168, -0.727859], [0.727273, -0.916327, -0.776435], [-1.376817, 1.258717, 1.025440], [-2.702946, -0.445285, 1.633506], [-1.302721, -2.210625, 0.753199], [1.934280, -0.788415, -1.525368], [-2.545425, 0.920762, 1.582410]],
  "forces_ev_per_a": [[-0.120, 1.434, -0.648], [-1.048, 1.100, 2.861], [-2.078, 2.003, 0.681], [2.029, 0.351, -0.241], [-1.305, 0.442, 4.388], [-0.713, -3.298, -2.886], [-5.887, -0.042, -0.171], [2.895, 0.910, 0.786], [1.438, 2.231, -1.850], [1.725, -3.920, -0.817], [0.435, -3.016, -1.643], [0.520, 0.012, -1.478], [0.275, -0.503, -0.884], [1.616, -1.490, -0.788], [-0.591, 3.945, 2.199], [0.811, -0.158, 0.491]],
  "nbo_charge": [0.66, 0.32, 0.00, 0.28, 0.43, 0.44, 0.48, 0.42, -0.85, -0.49, -0.19, -0.03, -0.16, -0.88, -0.30, -0.13],
  "spin_multiplicity": 1,
  "relative_energy_ev": 4.579
}

---

Entry 5:
{
  "formula": "C17H18ClNO5",
  "method": "ωB97M-V/def2-TZVPD",
  "symbols": ["C", "C", "H", "H", "O", "C", "C", "C", "C", "C", "C", "O", "C", "H", "H", "C", "H", "H", "C", "H", "H", "O", "C", "C", "C", "C", "C", "C", "Cl", "H", "N", "O", "O", "H", "H", "H", "H", "H", "H", "H", "H", "H"],
  "coordinates": [[2.478664, 1.002701, 3.444498], [2.616846, 2.185985, 2.491497], [1.925192, 2.992113, 2.762941], [3.638026, 2.576831, 2.542438], [2.451060, 1.829680, 1.132841], [1.205394, 1.809276, 0.575679], [0.016973, 1.928023, 1.283833], [-1.204179, 1.972127, 0.630655], [-1.257542, 1.915273, -0.746797], [-0.083747, 1.765712, -1.465078], [1.145856, 1.686312, -0.828139], [2.262115, 1.569536, -1.619042], [3.214276, 0.573188, -1.282561], [3.028275, 0.176170, -0.284333], [4.201480, 1.044847, -1.295509], [3.183160, -0.579676, -2.297709], [3.853255, -1.363838, -1.946029], [3.524017, -0.229239, -3.271943], [1.768028, -1.130761, -2.463157], [1.134852, -0.353420, -2.900534], [1.769725, -2.009300, -3.120267], [1.279700, -1.491990, -1.179528], [-0.030612, -1.425290, -0.922176], [-1.041996, -1.352756, -1.882303], [-2.363073, -1.240761, -1.504032], [-2.695456, -1.205218, -0.156449], [-1.712878, -1.317113, 0.823920], [-0.399242, -1.435238, 0.438311], [0.844292, -1.571617, 1.612885], [-1.991333, -1.299629, 1.865992], [-4.064692, -1.039635, 0.237365], [-4.309766, -0.993550, 1.424653], [-4.896383, -0.948106, -0.641847], [-3.147908, -1.174855, -2.241522], [-0.794798, -1.387489, -2.930724], [-0.101082, 1.729242, -2.544070], [-2.202172, 1.977468, -1.264176], [-2.109746, 2.067330, 1.209965], [0.031181, 2.003541, 2.359046], [2.706052, 1.325509, 4.456903], [3.174445, 0.216904, 3.160917], [1.473432, 0.590853, 3.423554]],
  "forces_ev_per_a": [[-0.056, 0.235, -0.334], [0.100, 0.006, 0.461], [0.087, -0.031, -0.066], [-0.182, 0.023, 0.030], [-0.161, -0.076, -0.394], [0.125, 0.030, -0.195], [0.181, 0.026, 0.120], [-0.063, 0.086, -0.054], [-0.050, 0.045, 0.029], [0.246, 0.088, 0.089], [-0.086, -0.035, 0.072], [-0.215, 0.306, 0.051], [0.364, -0.590, -0.035], [0.035, 0.081, -0.115], [-0.109, -0.051, 0.078], [-0.539, 0.277, 0.314], [0.089, -0.044, -0.038], [0.039, -0.053, -0.067], [0.347, 0.128, -0.455], [0.004, -0.087, 0.052], [-0.084, 0.108, 0.070], [0.047, -0.063, 0.165], [-0.433, -0.022, 0.267], [0.295, -0.128, 0.062], [-0.291, 0.000, 0.291], [1.227, -0.183, -0.396], [-0.256, 0.001, -0.178], [-0.011, -0.007, -0.449], [0.154, -0.050, 0.286], [0.047, 0.007, 0.038], [-0.417, 0.037, 0.071], [-0.137, 0.025, 0.332], [-0.277, 0.035, -0.171], [-0.011, 0.008, -0.029], [0.048, 0.021, -0.093], [0.048, -0.048, -0.121], [-0.103, -0.005, -0.051], [-0.099, 0.013, 0.066], [0.063, -0.019, 0.120], [0.030, 0.025, 0.133], [0.068, -0.079, 0.003], [-0.065, -0.039, 0.040]],
  "nbo_charge": [-0.64, -0.06, 0.18, 0.19, -0.52, 0.31, -0.31, -0.22, -0.23, -0.24, 0.22, -0.52, -0.06, 0.20, 0.19, -0.44, 0.22, 0.21, -0.07, 0.19, 0.19, -0.51, 0.42, -0.32, -0.15, -0.01, -0.18, -0.11, 0.03, 0.26, 0.53, -0.38, -0.38, 0.25, 0.23, 0.22, 0.22, 0.22, 0.22, 0.22, 0.21, 0.21],
  "spin_multiplicity": 1,
  "relative_energy_ev": 3.151,
  "smiles": "CCOc1ccccc1OCCCOc1ccc([N+](=O)[O-])cc1Cl"
}

---

Entry 6:
{
  "formula": "C20H22N8O2",
  "method": "ωB97M-V/def2-TZVPD",
  "symbols": ["C", "C", "N", "C", "C", "N", "C", "H", "C", "O", "N", "C", "C", "C", "C", "C", "C", "C", "N", "N", "N", "N", "C", "H", "H", "C", "O", "N", "H", "C", "H", "C", "C", "H", "H", "C", "H", "H", "C", "H", "H", "H", "H", "H", "H", "H", "H", "H", "H", "H", "H", "H"],
  "coordinates": [[4.818876, 4.035348, 1.040582], [3.939772, 2.863047, 0.767812], [2.628113, 3.034460, 0.878504], [1.842114, 2.001492, 0.629769], [2.359596, 0.766308, 0.250209], [3.678768, 0.582730, 0.149768], [4.457324, 1.612641, 0.408814], [5.522535, 1.441921, 0.324737], [1.475087, -0.398931, -0.035716], [0.268733, -0.281076, -0.173734], [2.171331, -1.552600, -0.128070], [1.657088, -2.839789, -0.319725], [2.323989, -3.716653, -1.168755], [1.811548, -4.976126, -1.416048], [0.618555, -5.370393, -0.830606], [-0.039118, -4.515848, 0.033583], [0.483642, -3.259379, 0.316148], [-0.164800, -2.400216, 1.292537], [-1.468186, -2.165734, 1.355576], [-1.554085, -1.308597, 2.352450], [-0.393285, -1.042382, 2.894193], [0.492565, -1.716580, 2.252303], [-2.770494, -0.683238, 2.737426], [-2.632561, -0.243051, 3.726961], [-3.565964, -1.432616, 2.780775], [-3.262944, 0.433907, 1.784279], [-4.204923, 1.117038, 2.125334], [-2.607641, 0.557933, 0.627256], [-1.831178, -0.040973, 0.377885], [-3.013628, 1.503020, -0.388064], [-3.711799, 2.195239, 0.091357], [-1.817984, 2.249175, -1.000577], [-2.155899, 2.450026, -2.488527], [-2.094933, 3.497236, -2.781514], [-1.457019, 1.889611, -3.109695], [-3.574247, 1.897700, -2.670638], [-3.737646, 1.500330, -3.671202], [-4.309990, 2.682430, -2.488746], [-3.689528, 0.831668, -1.588821], [-4.717485, 0.543331, -1.377325], [-3.122196, -0.057837, -1.868917], [-0.927724, 1.629749, -0.895709], [-1.639318, 3.194881, -0.491218], [-0.957023, -4.815926, 0.515335], [0.209157, -6.346869, -1.039058], [2.338989, -5.647877, -2.076429], [3.241720, -3.397031, -1.640734], [3.179145, -1.432647, -0.132104], [0.778601, 2.155581, 0.741377], [5.484930, 3.818793, 1.874273], [4.206658, 4.898685, 1.283216], [5.432784, 4.258097, 0.169464]],
  "forces_ev_per_a": [[0.105, -0.014, 0.004], [-0.086, -0.178, -0.046], [0.119, 0.318, 0.098], [-0.140, -0.536, -0.173], [0.249, 0.566, 0.148], [-0.238, -0.098, 0.029], [-0.014, 0.148, -0.011], [0.100, 0.098, 0.021], [0.009, -0.103, -0.223], [0.057, 0.127, -0.087], [0.403, 0.040, -0.049], [-0.403, -0.333, -0.103], [-0.012, 0.080, 0.070], [0.010, -0.005, 0.046], [-0.046, -0.072, -0.033], [0.112, 0.069, -0.046], [0.200, -0.087, -0.248], [-0.756, 0.196, 0.532], [0.035, -0.434, -0.450], [0.668, -0.629, -0.287], [-0.146, 0.739, 0.728], [0.493, -0.360, -0.063], [-0.952, 0.657, 0.150], [-0.016, -0.081, -0.169], [0.166, 0.088, 0.046], [0.397, -0.479, 0.283], [-0.367, 0.098, 0.246], [0.273, 0.062, -0.286], [-0.036, -0.047, 0.204], [-0.173, 0.051, -0.113], [0.088, -0.088, -0.110], [0.052, 0.023, 0.014], [-0.010, 0.135, -0.053], [0.066, -0.001, -0.076], [0.032, 0.027, -0.040], [0.020, -0.147, -0.055], [-0.083, 0.053, -0.046], [-0.066, 0.028, -0.031], [-0.109, 0.272, 0.055], [-0.027, -0.106, 0.039], [0.036, -0.093, -0.007], [0.027, 0.066, 0.041], [0.053, 0.008, 0.079], [-0.077, -0.027, 0.057], [-0.033, -0.083, -0.014], [0.044, -0.043, -0.056], [0.065, 0.052, -0.079], [-0.160, 0.001, 0.073], [-0.104, -0.104, -0.045], [0.085, 0.055, 0.052], [0.012, 0.021, 0.005], [0.079, 0.069, -0.024]],
  "nbo_charge": [-0.65, 0.20, -0.39, 0.05, 0.04, -0.39, 0.00, 0.20, 0.68, -0.65, -0.62, 0.25, -0.25, -0.19, -0.22, -0.15, -0.12, 0.28, -0.26, 0.00, -0.03, -0.27, -0.32, 0.26, 0.25, 0.67, -0.63, -0.61, 0.43, -0.06, 0.23, -0.42, -0.41, 0.21, 0.20, -0.40, 0.21, 0.20, -0.41, 0.22, 0.20, 0.23, 0.21, 0.23, 0.22, 0.22, 0.22, 0.44, 0.22, 0.23, 0.24, 0.23],
  "spin_multiplicity": 1,
  "smiles": "Cc1cnc(C(=O)Nc2ccccc2-c2nnn(CC(=O)NC3CCCC3)n2)cn1"
}

---

| no. | E_LUMO (Ha) | highest occupied orbital energy (eV) | gap between HOMO and LUMO (eV) |
| --- | --- | --- | --- |
| 1 | 0.012 | -8.75 | 9.09 |
| 2 | 0.128 | -3.81 | 7.28 |
| 3 | 0.035 | -8.21 | 9.16 |
| 4 | -0.001 | -8.90 | 8.88 |
| 5 | -0.013 | -8.37 | 8.03 |
| 6 | -0.006 | -8.97 | 8.82 |